1.
Entry from OMol25: 3 unconnected molecules or ions with the total composition CH8O3 at a distorted geometry (the ωB97M-V functional and the def2-TZVPD basis).

```
12
Properties=species:S:1:pos:R:3:mulliken_charge:R:1
O 0.293 1.540 0.425 -0.521
O 1.018 -2.559 0.945 -0.659
O -1.340 -1.370 0.359 -0.645
C 0.184 1.972 -0.916 -0.559
H -0.918 -0.533 0.129 0.347
H 0.952 0.837 0.454 0.323
H 1.061 1.759 -1.538 0.270
H 0.072 3.048 -0.914 0.240
H -2.089 -1.384 -0.248 0.306
H 1.362 -2.362 1.825 0.305
H -0.642 1.551 -1.507 0.236
H 0.048 -2.500 0.985 0.356
```

- E_LUMO (Eh) = 0.0227
- frontier orbital gap (eV) = 11.5
- energy above the lowest of the compared OMol25 structures with the same formula, charge and spin (kJ/mol) = 26.1
- energy (eV) = -7308.74904
- total charge = 0
- spin multiplicity = 1
- largest force on an atom (eV/Å) = 1.1



2.
Entry from OMol25: a molecular structure, CH8P2Si2 at a distorted geometry (the ωB97M-V functional and the def2-TZVPD basis).

```
13
Properties=species:S:1:pos:R:3:mulliken_charge:R:1
P 0.234 1.133 1.276 -0.132
P 0.871 -0.441 2.706 -0.028
Si -0.535 1.801 -1.432 0.352
Si -0.470 -1.572 -0.481 0.400
C -0.287 0.385 -0.186 0.017
H -1.992 1.680 -1.522 -0.078
H 0.209 2.933 -0.777 -0.101
H -0.951 -1.927 -1.815 -0.122
H 0.005 1.556 -2.715 -0.132
H 1.063 -1.094 1.572 -0.093
H 0.866 -1.993 -0.083 -0.075
H 2.296 -0.183 2.901 0.072
H -1.307 -2.279 0.555 -0.080
```

- E_LUMO (spin up / spin down) (Eh) = 0.0274 / -0.0951
- frontier orbital gap (spin up / spin down) (eV) = 7.2 / 6.3
- expectation value of S² = 2.010
- energy above the lowest of the compared OMol25 structures with the same formula, charge and spin (kJ/mol) = 66.5
- energy (eV) = -35493.97322
- total charge = 0
- spin multiplicity = 3
- largest force on an atom (eV/Å) = 3.1



3.
Entry from OMol25: 2 unconnected molecules or ions with the total composition CH9N2 at a distorted geometry (the ωB97M-V functional and the def2-TZVPD basis).

```
12
Properties=species:S:1:pos:R:3:mulliken_charge:R:1
N 0.309 1.905 0.396 -0.939
N -0.343 -0.433 -0.616 -0.238
C -0.060 -1.673 0.075 -0.741
H 1.227 2.201 -0.062 0.296
H -0.486 0.377 -0.133 0.304
H -1.300 -0.584 -1.025 0.427
H 0.634 1.547 1.370 0.304
H -0.307 2.743 0.489 0.270
H -0.003 -2.563 -0.573 0.323
H 0.235 -0.245 -1.475 0.356
H -0.823 -1.714 0.873 0.340
H 0.918 -1.561 0.681 0.299
```

- E_LUMO (Eh) = -0.1325
- frontier orbital gap (eV) = 11.7
- energy above the lowest of the compared OMol25 structures with the same formula, charge and spin (kJ/mol) = 99.9
- energy (eV) = -4156.22302
- total charge = +1
- spin multiplicity = 1
- largest force on an atom (eV/Å) = 7.2



4.
Entry from OMol25: 2 unconnected molecules or ions with the total composition CH9N2O (the ωB97M-V functional and the def2-TZVPD basis).

```
13
Properties=species:S:1:pos:R:3:mulliken_charge:R:1
O -2.397 0.097 -0.344 -0.692
N 1.443 0.973 -0.549 -0.402
N 0.060 -0.434 0.871 -0.298
C 1.213 -0.330 -0.173 -0.400
H 2.075 -0.775 0.320 0.397
H 2.253 1.471 -0.238 0.208
H 0.044 -1.362 1.296 0.370
H -2.682 -0.343 -1.156 0.330
H -0.869 -0.215 0.452 0.253
H -3.211 0.269 0.145 0.327
H 0.897 1.421 -1.261 0.200
H 0.925 -1.024 -0.962 0.338
H 0.250 0.251 1.598 0.370
```

- E_LUMO (Eh) = -0.1195
- frontier orbital gap (eV) = 11.2
- energy above the lowest of the compared OMol25 structures with the same formula, charge and spin (kJ/mol) = 0.9
- energy (eV) = -6204.60846
- total charge = +1
- spin multiplicity = 1
- largest force on an atom (eV/Å) = 0.7